Formula: C5H6O2S4
Source: the Open Molecules 2025 dataset
Level of theory: ωB97M-V/def2-TZVPD

Computed properties:
**HOMO**: -8.57 eV
**Frontier orbital gap**: 7.834 eV
**SMILES**: O[C@]1(C(=S)S)C=COC1(S)S
**Max |F|**: 3.06 eV/A

Structure (XYZ):
```
17
Properties=species:S:1:pos:R:3:forces:R:3
O 0.866 -1.703 -0.389 -0.120 -1.287 0.379
C 0.198 -0.620 0.172 1.369 1.894 -1.218
C 1.216 0.138 1.114 -0.084 -0.120 -0.412
S 2.761 -0.345 1.259 0.096 0.000 -0.307
S 0.596 1.464 2.046 1.336 0.682 0.211
C -1.088 -0.830 0.920 1.790 -0.016 -1.560
C -2.043 -0.071 0.397 2.236 -1.648 0.636
O -1.768 0.618 -0.724 -0.936 0.415 0.452
C -0.460 0.315 -1.101 2.338 0.281 1.092
S 0.477 1.896 -1.431 -1.360 0.336 0.050
S -0.466 -0.656 -2.562 -0.568 -0.770 -1.511
H 1.850 -1.652 -0.540 -1.214 0.808 1.009
H 1.898 1.987 2.336 -1.815 -0.772 -0.255
H -0.990 -1.476 1.750 -0.853 -0.323 0.890
H -2.926 -0.111 0.906 -2.913 0.913 0.271
H -0.644 2.541 -1.953 1.045 -0.599 0.381
H 0.523 -1.495 -2.201 -0.348 0.206 -0.107
```
Positions in Å, forces in eV/Å.

Atom charges from the Mulliken analysis, given in e for atoms 1 to 6: -0.631, 0.743, 0.082, -0.273, -0.075, -0.879